Record 1
# C2HNO3

A cluster of 2 separate species, C2HNO3 in total at a distorted geometry (ωB97M-V/def2-TZVPD, the OMol25 dataset).

Structure (XYZ):
```
7
C2HNO3 ωB97M-V/def2-TZVPD
C 3.377 -1.650 -0.412
C 3.390 0.887 -0.344
N 3.254 -0.507 -0.661
O 3.295 1.142 1.042
O 3.543 -2.810 -0.338
O 3.612 1.671 -1.238
H -20.471 1.267 1.951
```

Relative energy (zero: lowest compared OMol25 entry of this formula, charge and spin), kcal/mol: 17.41
Kohn-Sham gap, eV: 3.1869
Electronic energy, Eh: -357.2360
Charge: -2
Highest occupied orbital energy, eV: 1.255
Lowest unoccupied orbital energy, eV: 4.44

---

Record 2
# C2HNO3

A cluster of 2 separate species, C2HNO3 in total at a distorted geometry (ωB97M-V/def2-TZVPD, the OMol25 dataset).

Structure (XYZ):
```
7
C2HNO3 ωB97M-V/def2-TZVPD
C -1.646 0.275 0.135
N -0.724 0.974 0.230
O 0.424 1.360 0.306
H -2.590 -0.193 0.056
O 2.601 -0.433 -0.126
C 1.486 -0.733 -0.233
O 0.449 -1.250 -0.369
```

Structure (SMILES): C#[N+][O-].O=C=O
Relative energy (zero: lowest compared OMol25 entry of this formula, charge and spin), kcal/mol: 53.28
Kohn-Sham gap, eV: 11.0675
Electronic energy, Eh: -357.2078
Charge: 0
Highest occupied orbital energy, eV: -10.465
Lowest unoccupied orbital energy, eV: 0.60